Formula: C3H9N2O
Source: the Open Molecules 2025 dataset
Level of theory: ωB97M-V with the def2-TZVPD basis set

Last column: Löwdin charge in e.
Positions of all 15 atoms, in Å:
1 C 1.3247 -0.3376 -0.1814  -0.33
2 C 2.3455 0.6223 -0.1235  -0.06
3 C -1.4685 0.7596 0.6905  -0.02
4 N -1.4002 -1.4303 -0.4612  0.18
5 N -1.0865 -0.0987 -0.4979  -0.06
6 O 1.0927 -1.4581 0.0142  0.10
7 H -1.5065 0.3880 -1.2987  0.17
8 H 2.1687 1.1842 0.9333  0.17
9 H 3.4107 0.1452 -0.1753  0.14
10 H 2.1278 1.3437 -0.8644  0.06
11 H -0.9403 0.2532 1.6156  0.13
12 H -1.2153 1.7991 0.4737  0.09
13 H -2.5759 0.6856 0.9368  0.12
14 H -1.2265 -1.8004 -1.3666  0.13
15 H -1.0504 -2.0559 0.3050  0.17

2S+1 ... 3
Charge ... +1
Frontier orbital gap (alpha / beta) ... 7.6139 / 9.3357 eV
Max |F| ... 4.4 eV Å⁻¹
Highest occupied orbital energy (alpha / beta) ... -10.7786 / -16.2531 eV


Formula: C3H9N2O
Source: the Open Molecules 2025 dataset
Level of theory: ωB97M-V with the def2-TZVPD basis set

Last column: Löwdin charge in e.
Positions of all 15 atoms, in Å:
1 C -0.4000 -1.2557 -0.1089  0.03
2 C -0.9454 1.0988 0.2053  -0.09
3 C 1.5471 0.3659 0.1027  0.11
4 N -2.3783 -0.5720 0.3301  0.10
5 N 0.0735 0.0840 -0.3773  -0.15
6 O -2.1421 0.6143 -0.3037  -0.07
7 H -0.1185 -1.6395 0.8598  0.10
8 H -0.3714 -1.9415 -0.9764  0.12
9 H -0.6955 0.8839 1.2199  0.13
10 H -0.6351 2.0839 -0.1258  0.16
11 H 1.9721 -0.5278 0.0518  0.06
12 H 2.0413 1.0241 -0.5601  0.10
13 H 1.3420 0.8448 1.0048  0.09
14 H -2.7856 -1.3828 -0.2444  0.14
15 H 0.1123 0.3826 -1.3407  0.17

2S+1 ... 3
Charge ... +1
Frontier orbital gap (alpha / beta) ... 8.6697 / 8.6026 eV
Max |F| ... 4.5 eV Å⁻¹
Highest occupied orbital energy (alpha / beta) ... -11.9113 / -15.1187 eV


Formula: C3H9N2O2
Source: the Open Molecules 2025 dataset
Level of theory: ωB97M-V with the def2-TZVPD basis set

Last column: Löwdin charge in e.
Positions of all 16 atoms, in Å:
1 C 1.2877 -1.8750 -1.2085  -0.45
2 N 0.3677 -0.9207 -1.3671  0.13
3 O 1.4717 -2.8294 -1.9547  -0.05
4 H 1.9172 -1.7267 -0.3253  0.12
5 H 0.2006 -0.2554 -0.6152  0.03
6 H -0.3184 -1.0753 -2.0867  0.10
7 C -1.3330 0.6681 1.0994  -0.60
8 O -2.3407 0.8786 1.9480  -0.36
9 C -0.3765 1.8816 1.0197  -0.29
10 N 0.9176 1.6442 0.3365  -0.04
11 H -0.6817 -0.2126 1.3707  0.08
12 H -1.6696 0.4560 0.0406  0.07
13 H -0.8903 2.7067 0.5185  0.09
14 H -0.2342 2.1879 2.0616  0.09
15 H 1.0788 2.3172 -0.3976  0.05
16 H 1.7006 1.6582 0.9700  0.05

2S+1 ... 1
Charge ... -1
Frontier orbital gap ... 6.3350 eV
Max |F| ... 0.5 eV Å⁻¹
Highest occupied orbital energy ... -2.5894 eV


Formula: C3H9N2O2
Source: the Open Molecules 2025 dataset
Level of theory: ωB97M-V with the def2-TZVPD basis set

Last column: Löwdin charge in e.
Positions of all 16 atoms, in Å:
1 C 0.5203 -1.2360 -0.7409  0.06
2 N 0.2601 0.0439 -0.0527  -0.26
3 C 0.9819 0.1250 1.2579  0.05
4 O 0.6537 1.1318 -0.9142  0.07
5 C -1.2588 0.1049 0.2522  -0.41
6 N -1.8988 0.9319 -0.5852  0.26
7 O -1.6434 -0.4490 1.3072  0.12
8 H 1.6076 -1.4063 -0.7811  0.14
9 H -0.0019 -2.0009 -0.2497  0.11
10 H 0.3125 -1.1000 -1.7121  0.08
11 H 1.9706 0.6105 1.0500  0.13
12 H 0.3414 0.7239 2.0029  0.15
13 H 1.1685 -0.8722 1.6372  0.11
14 H 1.5698 1.3262 -0.6394  0.13
15 H -1.6959 1.0997 -1.4981  0.09
16 H -2.8878 0.9665 -0.3339  0.16

2S+1 ... 1
Charge ... +1
Frontier orbital gap ... 12.3521 eV
Max |F| ... 4.9 eV Å⁻¹
Highest occupied orbital energy ... -15.6663 eV